{"formula": "ClH3NOP", "method": "wB97M-V/def2-TZVPD", "symbols": ["O", "P", "Cl", "N", "H", "H", "H"], "coordinates": [[0.054, -0.418, 2.461], [-1.085, 0.428, 2.175], [-2.153, -0.567, 0.675], [0.599, 0.136, -1.103], [0.340, -0.390, -1.957], [0.759, 1.037, -1.437], [1.487, -0.225, -0.814]], "lowdin_charge": [-0.559, 0.471, 0.065, 0.008, 0.032, -0.023, 0.006], "total_energy_ev": -25398.3543, "e_homo_ev": -10.262, "orbital_gap_ha": 0.34831, "smiles": "O=PCl.N", "e_lumo_ha": -0.029}

---

{"formula": "C32H56N4O2S", "method": "wB97M-V/def2-TZVPD", "symbols": ["O", "C", "O", "C", "C", "C", "C", "C", "C", "C", "S", "C", "C", "C", "C", "C", "C", "N", "H", "H", "H", "H", "H", "H", "H", "H", "H", "H", "H", "C", "C", "N", "C", "C", "C", "C", "H", "H", "H", "H", "H", "H", "H", "H", "H", "H", "H", "H", "H", "H", "H", "C", "C", "N", "C", "C", "C", "C", "H", "H", "H", "H", "H", "H", "H", "H", "H", "H", "H", "H", "H", "H", "H", "C", "C", "N", "C", "C", "C", "C", "H", "H", "H", "H", "H", "H", "H", "H", "H", "H", "H", "H", "H", "H", "H"], "coordinates": [[-1.064, -3.032, -1.907], [-0.721, -2.478, -2.930], [-0.508, -3.218, -4.079], [-0.455, -0.970, -3.027], [-1.768, -0.221, -2.789], [-2.049, 0.681, -1.756], [-3.295, 1.242, -1.649], [-4.322, 0.965, -2.531], [-4.022, 0.112, -3.574], [-2.785, -0.464, -3.695], [-5.354, -0.204, -4.726], [-6.714, -0.295, -3.566], [-7.724, -1.217, -3.714], [-8.739, -1.265, -2.779], [-8.695, -0.391, -1.715], [-7.687, 0.538, -1.591], [-6.661, 0.604, -2.517], [-5.604, 1.556, -2.392], [-1.297, -3.754, -4.229], [0.327, -0.773, -2.288], [-0.107, -0.805, -4.053], [-1.249, 0.902, -1.051], [-3.519, 1.922, -0.825], [-2.618, -1.151, -4.526], [-7.670, -1.879, -4.576], [-9.515, -2.015, -2.901], [-9.477, -0.448, -0.961], [-7.707, 1.227, -0.746], [-5.703, 1.902, -1.442], [3.068, 1.231, -0.317], [2.689, 1.579, 1.116], [1.406, 1.040, 1.527], [0.925, 1.600, 2.780], [1.732, 1.318, 4.052], [1.245, -0.397, 1.376], [2.236, -1.305, 2.114], [2.289, 1.544, -1.014], [3.992, 1.746, -0.587], [3.244, 0.162, -0.445], [2.642, 2.670, 1.181], [3.503, 1.262, 1.785], [-0.108, 1.275, 2.939], [0.862, 2.685, 2.656], [1.589, 0.298, 4.406], [1.397, 1.981, 4.853], [2.800, 1.491, 3.913], [1.288, -0.623, 0.307], [0.231, -0.684, 1.667], [3.266, -0.958, 2.027], [2.195, -2.312, 1.691], [1.990, -1.398, 3.171], [-0.030, -8.455, 2.277], [0.523, -7.589, 1.154], [-0.232, -7.691, -0.080], [0.443, -7.090, -1.219], [0.673, -5.576, -1.195], [-1.655, -7.411, 0.021], [-2.080, -6.038, 0.558], [-0.106, -9.497, 1.965], [0.637, -8.406, 3.140], [-1.013, -8.116, 2.608], [1.546, -7.922, 0.958], [0.597, -6.550, 1.511], [-0.102, -7.350, -2.132], [1.416, -7.582, -1.326], [-0.240, -5.026, -1.391], [1.383, -5.300, -1.980], [1.090, -5.234, -0.246], [-2.107, -8.178, 0.656], [-2.116, -7.567, -0.958], [-1.504, -5.737, 1.435], [-3.131, -6.071, 0.855], [-1.989, -5.259, -0.198], [2.720, 5.225, 2.593], [3.963, 5.618, 1.808], [3.707, 6.606, 0.777], [4.818, 6.774, -0.145], [6.135, 7.330, 0.408], [3.067, 7.833, 1.219], [3.769, 8.659, 2.305], [1.929, 4.879, 1.926], [2.963, 4.413, 3.282], [2.335, 6.052, 3.192], [4.346, 4.712, 1.328], [4.739, 5.947, 2.515], [4.493, 7.401, -0.980], [5.027, 5.797, -0.594], [6.076, 8.401, 0.596], [6.932, 7.180, -0.323], [6.442, 6.832, 1.329], [2.066, 7.583, 1.581], [2.886, 8.471, 0.350], [4.152, 8.040, 3.117], [3.060, 9.367, 2.742], [4.592, 9.246, 1.900]], "lowdin_charge": [0.095, -0.468, 0.072, -0.033, -0.204, -0.020, -0.021, -0.274, -0.438, -0.061, 1.022, -0.453, -0.102, -0.093, -0.095, -0.032, -0.271, 0.100, 0.121, 0.119, 0.125, 0.116, 0.120, 0.123, 0.108, 0.107, 0.108, 0.117, 0.122, -0.084, -0.272, -0.194, -0.246, -0.087, -0.247, -0.077, 0.075, 0.072, 0.065, 0.098, 0.104, 0.112, 0.096, 0.054, 0.071, 0.064, 0.089, 0.116, 0.068, 0.070, 0.055, -0.093, -0.278, -0.200, -0.248, -0.085, -0.248, -0.078, 0.078, 0.071, 0.063, 0.117, 0.099, 0.110, 0.107, 0.024, 0.075, 0.068, 0.098, 0.113, 0.067, 0.071, 0.051, -0.096, -0.273, -0.198, -0.251, -0.087, -0.248, -0.084, 0.071, 0.070, 0.068, 0.112, 0.102, 0.111, 0.108, 0.054, 0.070, 0.066, 0.100, 0.114, 0.067, 0.071, 0.054], "total_energy_ev": -54982.6428, "e_homo_ev": -7.853, "orbital_gap_ha": 0.30884, "smiles": "O=C(O)Cc1ccc2c(c1)Sc1ccccc1N2.CCN(CC)CC.CCN(CC)CC.CCN(CC)CC", "e_lumo_ha": 0.020}

---

{"formula": "C6H11N2O", "method": "wB97M-V/def2-TZVPD", "symbols": ["C", "C", "N", "C", "C", "C", "C", "N", "O", "H", "H", "H", "H", "H", "H", "H", "H", "H", "H", "H"], "coordinates": [[-0.013, 1.903, 0.123], [-1.049, 1.297, -0.398], [-1.278, -0.109, -0.058], [-2.692, -0.408, 0.417], [-0.464, -1.103, -0.186], [0.897, -1.102, -0.772], [1.963, -1.136, 0.344], [2.776, -0.226, 0.578], [3.141, 0.835, -0.237], [0.030, 2.919, -0.058], [0.650, 1.460, 0.811], [-2.002, 1.834, -0.887], [-3.035, 0.617, 0.584], [-2.554, -0.933, 1.273], [-3.182, -0.871, -0.299], [-0.647, -2.126, 0.128], [0.905, -2.032, -1.365], [0.894, -0.124, -1.419], [1.843, -1.999, 1.116], [3.818, 1.303, 0.303]], "lowdin_charge": [0.101, -0.104, -0.066, 0.086, -0.024, -0.111, -0.152, -0.031, -0.018, 0.069, 0.073, 0.190, 0.109, 0.079, 0.060, 0.162, 0.134, 0.154, 0.160, 0.132], "total_energy_ev": -11416.8575, "e_homo_ev": -13.428, "orbital_gap_ha": 0.32499, "smiles": "C=C/[N+](C)=C\\C/C=N\\O", "total_charge": 1, "e_lumo_ha": -0.168}

---

{"formula": "C52H43ClN3O7P2RbS", "method": "wB97M-V/def2-TZVPD", "symbols": ["Rb", "O", "S", "C", "C", "C", "C", "C", "C", "P", "C", "C", "C", "C", "C", "C", "C", "C", "C", "C", "C", "C", "C", "C", "C", "C", "C", "C", "P", "C", "C", "C", "C", "C", "C", "C", "C", "C", "C", "C", "C", "H", "H", "H", "H", "H", "H", "H", "H", "H", "H", "H", "H", "H", "H", "H", "H", "H", "H", "H", "H", "H", "H", "H", "H", "H", "H", "H", "H", "O", "C", "O", "C", "C", "Cl", "N", "N", "C", "C", "O", "O", "C", "C", "C", "C", "C", "C", "H", "H", "H", "H", "H", "H", "O", "C", "O", "C", "N", "C", "C", "C", "H", "H", "H", "H", "H", "H", "H", "H", "H"], "coordinates": [[2.868, -0.045, -0.376], [0.236, -0.701, 0.226], [-0.969, -0.571, -0.608], [-2.307, -0.286, 0.569], [-3.585, -0.418, 0.027], [-4.794, -0.034, 0.700], [-4.607, 0.378, 2.025], [-3.305, 0.544, 2.525], [-2.086, 0.177, 1.834], [-0.598, 1.141, 2.606], [1.002, 0.248, 2.520], [1.217, -1.131, 2.683], [2.477, -1.551, 3.005], [3.550, -0.651, 3.250], [3.295, 0.690, 2.966], [2.062, 1.147, 2.564], [-0.919, 0.756, 4.368], [-0.868, -0.540, 4.886], [-1.124, -0.763, 6.277], [-1.410, 0.303, 7.096], [-1.373, 1.582, 6.574], [-1.137, 1.793, 5.240], [-1.388, -2.280, -1.141], [-1.095, -2.519, -2.455], [-1.162, -3.851, -2.931], [-1.556, -4.887, -2.091], [-1.848, -4.562, -0.799], [-1.743, -3.265, -0.247], [-1.915, -3.068, 1.595], [-3.712, -3.081, 1.865], [-4.147, -2.942, 3.165], [-5.464, -3.010, 3.446], [-6.402, -3.216, 2.465], [-6.029, -3.225, 1.111], [-4.679, -3.239, 0.843], [-1.560, -4.811, 2.148], [-2.480, -5.707, 2.700], [-2.081, -6.971, 3.213], [-0.768, -7.353, 3.235], [0.170, -6.427, 2.677], [-0.210, -5.218, 2.188], [-3.675, -0.941, -0.942], [-5.836, 0.038, 0.281], [-5.387, 0.585, 2.777], [-3.259, 1.001, 3.502], [0.283, -1.805, 2.504], [2.599, -2.586, 3.255], [4.450, -0.973, 3.709], [4.165, 1.317, 3.047], [1.809, 2.173, 2.241], [-0.619, -1.354, 4.186], [-1.076, -1.800, 6.659], [-1.647, 0.097, 8.100], [-1.545, 2.428, 7.222], [-1.163, 2.801, 4.835], [-0.819, -1.776, -3.168], [-0.822, -4.115, -3.937], [-1.583, -5.882, -2.517], [-2.281, -5.399, -0.186], [-3.399, -2.996, 4.036], [-5.793, -2.961, 4.521], [-7.413, -3.228, 2.803], [-6.727, -3.293, 0.285], [-4.341, -3.330, -0.183], [-3.510, -5.455, 2.761], [-2.822, -7.732, 3.471], [-0.471, -8.293, 3.587], [1.214, -6.716, 2.686], [0.497, -4.474, 1.854], [7.495, -0.026, -3.654], [7.425, 1.237, -4.104], [8.446, 1.815, -4.422], [6.128, 1.954, -4.072], [5.936, 3.370, -4.352], [7.004, 4.570, -4.922], [4.613, 3.583, -4.067], [4.015, 2.484, -3.604], [4.895, 1.538, -3.596], [4.269, 0.182, -3.121], [5.039, -0.666, -2.571], [3.026, 0.141, -3.136], [3.903, 4.847, -3.984], [3.571, 5.307, -2.722], [2.911, 6.538, -2.546], [2.606, 7.312, -3.664], [2.919, 6.816, -4.910], [3.576, 5.606, -5.083], [6.685, -0.428, -3.253], [3.790, 4.795, -1.810], [2.607, 6.853, -1.557], [2.115, 8.288, -3.539], [2.817, 7.354, -5.852], [3.946, 5.330, -6.114], [0.903, 3.639, -0.692], [1.181, 3.017, -1.708], [2.072, 2.101, -1.713], [0.623, 3.526, -3.043], [0.688, 2.530, -4.129], [-0.614, 2.313, -4.731], [-1.381, 3.537, -4.363], [-0.884, 3.898, -2.939], [1.132, 4.482, -3.300], [2.305, 1.814, -2.611], [1.326, 2.845, -4.845], [-1.080, 1.425, -4.310], [-0.524, 2.180, -5.786], [-2.438, 3.496, -4.551], [-0.987, 4.349, -5.033], [-1.393, 3.325, -2.124], [-1.052, 4.956, -2.794]], "lowdin_charge": [1.033, -0.635, 1.015, -0.457, -0.101, -0.055, -0.082, -0.085, -0.316, 1.169, -0.438, -0.145, -0.082, -0.060, -0.122, -0.166, -0.410, -0.060, -0.063, -0.096, -0.086, -0.124, -0.371, -0.071, -0.046, -0.071, -0.088, -0.321, 1.150, -0.389, -0.148, -0.117, -0.077, -0.068, -0.095, -0.359, -0.073, -0.082, -0.072, -0.075, -0.118, 0.116, 0.127, 0.117, 0.090, 0.078, 0.100, 0.096, 0.105, 0.110, 0.080, 0.111, 0.090, 0.104, 0.104, 0.103, 0.113, 0.113, 0.129, 0.144, 0.129, 0.094, 0.107, 0.101, 0.084, 0.107, 0.084, 0.102, 0.097, 0.111, -0.485, 0.067, -0.040, -0.540, 0.776, -0.070, 0.140, -0.136, -0.631, -0.072, -0.119, -0.213, -0.016, -0.057, -0.082, -0.092, -0.036, 0.076, 0.119, 0.111, 0.114, 0.108, 0.139, 0.075, -0.532, -0.034, -0.217, 0.003, -0.226, -0.182, -0.107, 0.142, 0.043, 0.108, 0.107, 0.109, 0.100, 0.125, 0.127, 0.105], "total_energy_ev": -116014.4009, "e_homo_ev": -8.365, "orbital_gap_ha": 0.30962, "e_lumo_ha": 0.002}

---

{"formula": "C19H38O", "method": "wB97M-V/def2-TZVPD", "symbols": ["C", "C", "C", "C", "O", "C", "C", "C", "C", "C", "C", "C", "C", "C", "C", "C", "C", "C", "C", "C", "H", "H", "H", "H", "H", "H", "H", "H", "H", "H", "H", "H", "H", "H", "H", "H", "H", "H", "H", "H", "H", "H", "H", "H", "H", "H", "H", "H", "H", "H", "H", "H", "H", "H", "H", "H", "H", "H"], "coordinates": [[1.163, 5.023, -2.957], [2.016, 3.789, -3.014], [3.058, 3.701, -3.832], [3.502, 4.790, -4.766], [4.671, 4.470, -5.483], [1.610, 2.643, -2.131], [0.372, 1.937, -2.696], [-0.142, 0.796, -1.808], [-1.577, 0.451, -2.203], [0.766, -0.436, -1.918], [0.557, -1.483, -0.823], [1.078, -1.031, 0.540], [0.921, -2.092, 1.639], [1.832, -1.751, 2.818], [-0.542, -2.198, 2.087], [-0.819, -3.399, 2.989], [-2.309, -3.648, 3.235], [-3.014, -2.538, 4.036], [-3.977, -3.142, 5.059], [-3.781, -1.582, 3.124], [1.775, 5.900, -2.744], [0.403, 4.937, -2.186], [0.673, 5.194, -3.914], [3.650, 2.797, -3.868], [3.643, 5.730, -4.206], [2.737, 4.975, -5.528], [5.359, 4.225, -4.854], [2.435, 1.935, -2.048], [1.381, 3.016, -1.129], [0.606, 1.547, -3.689], [-0.424, 2.676, -2.813], [-0.144, 1.147, -0.771], [-2.226, 1.315, -2.080], [-1.617, 0.137, -3.244], [-1.971, -0.354, -1.588], [0.592, -0.902, -2.892], [1.810, -0.120, -1.890], [1.089, -2.394, -1.110], [-0.501, -1.735, -0.756], [0.563, -0.123, 0.857], [2.138, -0.787, 0.436], [1.233, -3.061, 1.231], [1.545, -0.795, 3.253], [2.867, -1.680, 2.491], [1.775, -2.513, 3.590], [-1.176, -2.286, 1.203], [-0.814, -1.277, 2.606], [-0.395, -4.291, 2.521], [-0.324, -3.264, 3.952], [-2.398, -4.589, 3.783], [-2.816, -3.784, 2.277], [-2.256, -1.967, 4.582], [-4.482, -2.357, 5.619], [-4.732, -3.744, 4.558], [-3.444, -3.775, 5.765], [-4.580, -2.113, 2.611], [-4.227, -0.778, 3.706], [-3.128, -1.141, 2.377]], "lowdin_charge": [-0.050, -0.313, -0.054, -0.278, -0.069, -0.169, -0.173, -0.387, -0.067, -0.180, -0.198, -0.185, -0.388, -0.070, -0.190, -0.203, -0.190, -0.438, -0.089, -0.082, 0.081, 0.076, 0.088, 0.112, 0.119, 0.126, 0.084, 0.105, 0.122, 0.128, 0.111, 0.128, 0.077, 0.084, 0.067, 0.118, 0.103, 0.116, 0.092, 0.114, 0.116, 0.138, 0.084, 0.075, 0.068, 0.108, 0.116, 0.116, 0.107, 0.106, 0.115, 0.131, 0.073, 0.080, 0.074, 0.081, 0.075, 0.060], "total_energy_ev": -22367.1639, "e_homo_ev": -8.928, "orbital_gap_ha": 0.36005, "smiles": "C/C(=C\\CO)CC[C@@H](C)CCC[C@@H](C)CCCC(C)C", "e_lumo_ha": 0.032}

---

{"formula": "C2H3N3O", "method": "wB97M-V/def2-TZVPD", "symbols": ["O", "C", "N", "N", "C", "N", "H", "H", "H"], "coordinates": [[-1.940, -0.450, 0.172], [-0.712, 0.005, -0.093], [-0.369, 0.983, -0.870], [1.020, 1.023, -0.850], [1.430, 0.088, -0.055], [0.363, -0.622, 0.464], [-2.562, 0.132, -0.287], [2.462, -0.191, 0.111], [0.309, -0.969, 1.407]], "lowdin_charge": [0.104, -0.501, 0.062, 0.012, -0.201, 0.134, 0.124, 0.112, 0.154], "total_energy_ev": -8639.7646, "e_homo_ev": -9.485, "orbital_gap_ha": 0.37161, "smiles": "Oc1nnc[nH]1", "e_lumo_ha": 0.023}